No. 1
{
  "formula": "C40H36BrCdCl6N5O6",
  "method": "wB97M-V/def2-TZVPD",
  "symbols": ["Cd", "O", "C", "C", "C", "C", "C", "C", "C", "O", "N", "N", "C", "C", "Br", "C", "C", "C", "C", "C", "C", "C", "H", "H", "H", "H", "H", "H", "H", "H", "H", "H", "H", "H", "H", "H", "N", "C", "C", "C", "C", "N", "H", "H", "H", "H", "H", "H", "H", "H", "H", "H", "H", "H", "Cl", "C", "C", "Cl", "C", "Cl", "C", "O", "C", "O", "C", "Cl", "Cl", "C", "C", "C", "C", "C", "Cl", "C", "N", "C", "C", "C", "C", "C", "C", "C", "C", "O", "O", "H", "H", "H", "H", "H", "H", "H", "H", "H", "H"],
  "positions_angstrom": [[-0.385, -0.021, 0.174], [-1.110, -5.650, 1.233], [-1.307, -5.359, -0.081], [-1.346, -6.412, -0.990], [-1.605, -6.170, -2.326], [-1.818, -4.879, -2.776], [-1.754, -3.829, -1.878], [-1.491, -4.055, -0.538], [-1.498, -2.858, 0.405], [-1.580, -1.702, -0.212], [-2.812, -3.121, 1.233], [-3.053, -1.987, 1.944], [-3.726, -1.069, 1.358], [-4.004, 0.218, 1.914], [-4.959, 1.303, 0.639], [-3.788, 0.827, 3.095], [-3.198, 0.368, 4.332], [-2.347, -0.730, 4.464], [-1.828, -1.060, 5.703], [-2.157, -0.328, 6.831], [-2.995, 0.770, 6.710], [-3.497, 1.120, 5.475], [-1.216, -4.835, 1.743], [-1.182, -7.415, -0.625], [-1.665, -7.003, -3.014], [-2.033, -4.690, -3.817], [-1.909, -2.804, -2.177], [-0.685, -2.943, 1.162], [-3.515, -3.224, 0.480], [-4.154, -1.257, 0.364], [-4.168, 1.844, 3.172], [-2.092, -1.300, 3.586], [-1.146, -1.896, 5.784], [-1.753, -0.597, 7.797], [-3.243, 1.367, 7.576], [-4.129, 1.992, 5.380], [-1.583, 2.011, -0.214], [-0.897, 3.261, -0.496], [-0.066, 3.701, 0.722], [1.416, 3.935, 0.416], [2.259, 2.678, 0.648], [1.769, 1.536, -0.102], [-2.144, 1.719, -1.017], [-2.183, 2.139, 0.595], [-1.614, 4.062, -0.760], [-0.254, 3.104, -1.366], [-0.143, 2.915, 1.475], [-0.494, 4.615, 1.143], [1.808, 4.718, 1.071], [1.534, 4.276, -0.617], [2.212, 2.416, 1.710], [3.314, 2.918, 0.408], [2.311, 0.710, 0.133], [1.851, 1.694, -1.102], [1.720, 0.723, 6.729], [1.534, 0.152, 5.109], [2.356, -0.842, 4.628], [3.609, -1.497, 5.623], [2.193, -1.282, 3.312], [3.269, -2.500, 2.688], [1.222, -0.770, 2.455], [1.123, -1.155, 1.230], [0.332, 0.263, 2.968], [-0.585, 0.757, 2.219], [0.559, 0.700, 4.275], [-0.391, 2.028, 4.867], [2.097, -1.475, -1.398], [3.452, -0.866, -2.333], [4.736, -1.252, -1.994], [5.826, -0.831, -2.741], [5.614, -0.095, -3.892], [4.331, 0.286, -4.238], [4.119, 1.017, -5.804], [3.217, 0.015, -3.425], [1.955, 0.455, -3.659], [1.520, 1.623, -4.273], [2.299, 2.773, -4.373], [1.801, 3.908, -4.989], [0.509, 3.921, -5.481], [-0.293, 2.802, -5.328], [0.190, 1.643, -4.741], [-0.703, 0.468, -4.529], [-1.132, 0.480, -3.011], [-2.270, 0.846, -2.746], [-0.223, 0.151, -2.212], [4.877, -1.883, -1.134], [6.826, -1.112, -2.457], [6.436, 0.177, -4.534], [1.212, 0.060, -3.044], [3.288, 2.794, -3.939], [2.424, 4.788, -5.076], [0.116, 4.807, -5.962], [-1.319, 2.827, -5.673], [-0.191, -0.471, -4.742], [-1.602, 0.546, -5.139]],
  "e_tot_ev": -211545.30025,
  "max_force_ha_per_bohr": 0.030,
  "gap_ev": 5.5,
  "charge": -2,
  "lumo_ev": 3.9,
  "relative_energy_kj_mol": 78.0,
  "homo_energy_ev": -1.66
}

No. 2
{
  "formula": "C40H36BrCdCl6N5O6",
  "method": "wB97M-V/def2-TZVPD",
  "symbols": ["Cd", "O", "C", "C", "C", "C", "C", "C", "C", "O", "N", "N", "C", "C", "Br", "C", "C", "C", "C", "C", "C", "C", "H", "H", "H", "H", "H", "H", "H", "H", "H", "H", "H", "H", "H", "H", "N", "C", "C", "C", "C", "N", "H", "H", "H", "H", "H", "H", "H", "H", "H", "H", "H", "H", "Cl", "C", "C", "Cl", "C", "Cl", "C", "O", "C", "O", "C", "Cl", "Cl", "C", "C", "C", "C", "C", "Cl", "C", "N", "C", "C", "C", "C", "C", "C", "C", "C", "O", "O", "H", "H", "H", "H", "H", "H", "H", "H", "H", "H"],
  "positions_angstrom": [[-0.769, 1.401, -0.650], [2.780, 3.236, -3.320], [3.402, 2.234, -3.862], [4.489, 2.405, -4.749], [5.150, 1.321, -5.297], [4.757, 0.016, -5.014], [3.673, -0.174, -4.163], [3.008, 0.895, -3.589], [1.870, 0.654, -2.623], [0.996, 1.728, -2.544], [2.487, 0.440, -1.288], [1.869, 0.729, -0.163], [2.477, 0.444, 0.936], [2.023, 0.825, 2.256], [0.570, 2.042, 2.350], [2.592, 0.480, 3.419], [3.651, -0.518, 3.626], [4.538, -0.339, 4.692], [5.543, -1.255, 4.953], [5.679, -2.386, 4.160], [4.787, -2.594, 3.118], [3.781, -1.677, 2.857], [1.615, 2.545, -2.797], [4.793, 3.419, -4.978], [5.983, 1.493, -5.971], [5.268, -0.829, -5.457], [3.324, -1.180, -3.951], [1.306, -0.248, -2.900], [3.342, -0.107, -1.256], [3.453, -0.042, 0.896], [2.239, 0.975, 4.315], [4.432, 0.539, 5.318], [6.221, -1.087, 5.781], [6.462, -3.106, 4.362], [4.859, -3.489, 2.513], [3.060, -1.887, 2.079], [-1.899, 1.423, -2.685], [-2.505, 2.709, -3.062], [-1.459, 3.737, -3.523], [-1.155, 4.888, -2.550], [0.025, 4.690, -1.607], [-0.241, 3.700, -0.557], [-1.232, 1.099, -3.381], [-2.617, 0.707, -2.616], [-3.047, 3.075, -2.186], [-3.239, 2.558, -3.862], [-1.813, 4.174, -4.459], [-0.529, 3.216, -3.759], [-2.050, 5.126, -1.963], [-0.927, 5.781, -3.139], [0.264, 5.661, -1.153], [0.902, 4.377, -2.175], [-1.100, 3.912, -0.049], [0.513, 3.708, 0.121], [-5.745, -4.317, -1.917], [-4.401, -3.097, -2.033], [-3.907, -2.858, -3.365], [-5.002, -3.256, -4.674], [-2.734, -2.235, -3.740], [-2.462, -1.793, -5.410], [-1.599, -1.930, -2.879], [-0.576, -1.394, -3.304], [-2.934, -1.528, -0.847], [-1.293, -0.338, 0.389], [-4.146, -2.366, -0.954], [-4.278, -2.525, 2.105], [0.356, -2.387, 3.553], [-1.034, -2.238, 4.580], [-0.964, -2.828, 5.833], [-1.986, -2.632, 6.744], [-3.057, -1.826, 6.400], [-3.128, -1.266, 5.135], [-4.458, -0.209, 4.813], [-2.140, -1.492, 4.156], [-2.207, -0.945, 2.876], [-2.550, -1.730, 1.740], [-1.730, -2.972, 1.624], [-1.098, -3.517, 0.586], [-0.999, -3.133, -0.812], [-1.758, -2.241, -1.442], [-2.574, -0.793, 0.483], [-3.639, 0.342, 0.655], [-3.100, 1.648, 1.247], [-3.207, 1.863, 2.460], [-2.545, 2.449, 0.412], [-0.089, -3.410, 6.086], [-1.937, -3.088, 7.724], [-3.854, -1.627, 7.102], [-2.622, -0.011, 2.866], [-1.683, -3.530, 2.553], [-0.577, -4.443, 0.817], [-0.257, -3.670, -1.396], [-3.190, -0.690, -1.524], [-4.482, -0.028, 1.239], [-4.016, 0.600, -0.336]],
  "e_tot_ev": -211540.90813,
  "max_force_ha_per_bohr": 0.012,
  "gap_ev": 5.5,
  "charge": -2,
  "lumo_ev": 3.8,
  "relative_energy_kj_mol": 501.7,
  "homo_energy_ev": -1.78
}